[1]
ORCA calculation (the ωB97M-V functional and the def2-TZVPD basis) on a molecular structure, C33H52Br3N10O14 in a non-equilibrium geometry.

Each line ends with the Mulliken charge.
Geometry (Å):
C (6.4738, -5.3995, -5.4506)  -0.928
C (5.2874, -6.3593, -5.5843)  2.486
C (4.7085, -6.8449, -4.2560)  -2.811
O (4.3730, -5.6602, -6.3412)  0.799
H (6.4180, -4.4638, -4.8944)  0.791
H (7.0246, -5.2571, -6.3803)  -0.487
H (7.2780, -5.9208, -4.9312)  0.426
H (5.6577, -7.1940, -6.1794)  0.118
H (3.6327, -7.0173, -4.2897)  0.420
H (4.8140, -6.2321, -3.3607)  0.040
H (5.1194, -7.8500, -4.1613)  0.294
C (8.0868, -9.4601, -3.0591)  -0.348
Br (6.2170, -9.8681, -2.5560)  0.015
Br (8.2824, -9.0394, -5.0012)  0.032
Br (9.2398, -10.9692, -2.3833)  -0.072
H (8.4172, -8.5479, -2.5622)  0.334
C (9.4927, -2.5755, -5.9946)  1.890
C (8.4029, -1.9765, -6.5808)  -0.041
C (8.3691, -0.5528, -6.7941)  0.698
C (9.4590, 0.2185, -6.4580)  -1.046
C (10.5150, -0.5318, -5.8833)  -0.245
C (10.5948, -1.8364, -5.6649)  -0.353
O (11.7590, -2.4073, -5.2408)  -0.694
O (7.2832, 0.0483, -7.3279)  -0.654
H (9.5633, -3.6450, -5.8617)  -0.986
H (7.5102, -2.4955, -6.8975)  0.065
H (9.5331, 1.2957, -6.4765)  0.433
H (11.3939, -0.0123, -5.5311)  0.356
H (11.8736, -3.3600, -5.2706)  0.286
H (6.4935, -0.4694, -7.5012)  0.513
C (9.6743, -6.6904, -7.6834)  0.061
C (8.5190, -6.7380, -8.4018)  -0.425
C (8.2205, -5.7172, -9.3657)  0.472
C (9.1654, -4.6735, -9.5634)  -0.761
C (10.2710, -4.6350, -8.6491)  -0.370
C (10.4520, -5.6137, -7.7078)  0.305
O (11.4604, -5.5697, -6.8336)  -0.558
O (7.1466, -5.7455, -10.0642)  -0.500
H (9.9252, -7.4264, -6.9338)  0.145
H (7.7968, -7.5282, -8.2593)  0.370
H (9.0140, -3.9030, -10.3048)  0.463
H (10.9288, -3.7801, -8.5971)  0.358
H (12.0332, -6.2975, -6.5810)  0.308
H (6.3824, -6.2031, -9.7063)  0.248
C (4.1257, -7.1326, -11.0571)  -0.830
C (3.0532, -7.2111, -11.9371)  -0.520
C (1.7701, -7.1615, -11.5195)  0.653
C (1.4807, -6.9623, -10.1208)  -0.542
C (2.5462, -6.8795, -9.2105)  -0.132
C (3.8776, -7.0011, -9.6855)  0.142
O (4.8957, -7.0528, -8.7602)  -0.532
O (0.8050, -7.2501, -12.5103)  -0.574
H (5.0707, -7.4626, -11.4629)  0.362
H (3.1421, -7.5232, -12.9671)  0.365
H (0.4652, -6.7819, -9.8005)  0.347
H (2.3965, -6.7336, -8.1509)  0.491
H (4.6541, -6.4762, -8.0317)  -0.279
H (0.0172, -7.5301, -12.0385)  0.294
C (-1.4213, -4.5176, -5.7074)  -0.933
C (-0.3730, -4.9091, -4.8236)  -0.777
C (0.9235, -4.8678, -5.3390)  0.525
C (1.1998, -4.4461, -6.6646)  -0.568
C (0.1946, -4.0582, -7.4869)  -0.395
C (-1.1467, -4.0353, -7.0228)  0.597
O (-2.0826, -3.4515, -7.7851)  -0.578
O (1.9369, -5.3995, -4.6031)  -0.791
H (-2.4692, -4.4719, -5.4500)  0.389
H (-0.6045, -5.2008, -3.8098)  0.530
H (2.1558, -4.5531, -7.1555)  0.514
H (0.3251, -3.7697, -8.5194)  0.316
H (-1.8354, -3.6585, -8.6893)  0.301
H (2.6578, -5.6743, -5.1743)  -0.388
C (9.5550, -4.9656, -2.4598)  0.266
O (9.8945, -4.6595, -1.3626)  -0.697
N (10.2644, -4.7840, -3.5444)  -0.062
N (8.3438, -5.3991, -2.7188)  -0.177
H (9.8112, -4.4803, -4.3943)  -0.291
H (11.2743, -4.7647, -3.5452)  0.246
H (7.7263, -5.3805, -1.9198)  0.176
H (7.9827, -5.4986, -3.6568)  -0.110
C (2.1468, -4.8690, -1.2832)  0.516
O (2.3880, -4.8607, -0.0831)  -0.754
N (0.9555, -4.9729, -1.7753)  -0.263
N (3.0312, -4.8450, -2.2120)  -0.083
H (0.6678, -4.7980, -2.7276)  0.209
H (0.1852, -5.1973, -1.1618)  0.159
H (2.6976, -5.1756, -3.1061)  0.554
H (4.0161, -4.7216, -2.0253)  0.097
C (4.7796, -2.3298, -7.3992)  0.564
O (5.1242, -1.1934, -7.6303)  -0.920
N (4.3679, -3.2166, -8.2792)  -0.020
N (4.4933, -2.6826, -6.1718)  0.155
H (4.3940, -2.8764, -9.2298)  0.243
H (4.2931, -4.2075, -8.0985)  -0.166
H (4.4361, -3.6746, -5.9908)  -0.092
H (4.9642, -2.1016, -5.4930)  0.181
C (6.3450, -0.9851, -2.7663)  0.632
O (5.5161, -1.1141, -3.6188)  -0.630
N (6.2415, -0.2468, -1.6397)  -0.457
N (7.5247, -1.6469, -2.8206)  -0.150
H (5.5855, 0.5210, -1.6256)  0.254
H (7.0005, -0.2324, -0.9735)  0.131
H (8.1322, -1.4379, -2.0412)  0.162
H (7.6588, -2.2774, -3.5982)  -0.067
C (2.9701, -10.2245, -5.7034)  0.401
O (2.5387, -11.2963, -5.4330)  -0.714
N (3.0592, -9.2872, -4.8246)  -0.221
N (3.7477, -10.0588, -6.7501)  -0.300
H (2.8576, -9.5501, -3.8704)  0.211
H (3.5453, -8.4058, -4.9079)  0.224
H (3.8578, -10.7562, -7.4723)  0.189
H (4.0964, -9.1809, -7.1077)  0.175

Output
Energy above the lowest of the compared OMol25 structures with the same formula, charge and spin ... 79.77 kcal/mol
Orbital gap ... 6.8 eV
Largest force on an atom ... 5.934 eV/A
Total charge ... -1

=====

[2]
ORCA calculation (the ωB97M-V functional and the def2-TZVPD basis) on a molecular structure, C33H52MnN3O3P2 in a non-equilibrium geometry.

Each line ends with the Mulliken charge.
Geometry (Å):
C (-1.4117, 2.5313, -0.7613)  0.154
C (-2.1431, 1.6283, 1.2864)  0.561
C (-2.4620, 3.4519, -0.7485)  -0.991
C (-3.3900, 2.3041, 1.1339)  -1.232
C (-3.5314, 3.2527, 0.1321)  -0.748
H (-2.5156, 4.1913, -1.5509)  0.487
H (-4.1892, 2.0818, 1.8466)  0.457
H (-4.3981, 3.9155, 0.1051)  0.432
N (-1.2338, 1.6247, 0.2162)  1.166
P (0.4984, 1.0623, -2.3777)  0.796
P (-0.1460, 0.2847, 2.6393)  0.799
C (-0.4677, 2.5886, -1.9621)  -1.887
H (-1.0473, 2.8663, -2.8569)  0.657
H (0.2733, 3.3890, -1.8144)  0.698
C (-1.8115, 0.9932, 2.5032)  -1.556
H (-2.6259, 0.8135, 3.2118)  0.224
C (0.0566, -1.6080, 3.2403)  2.384
C (0.3278, 1.5429, 3.9628)  2.080
C (-0.6463, 0.2000, -3.6366)  2.168
C (2.0825, 1.7059, -3.2207)  2.179
C (0.7585, -2.4976, 2.2068)  -1.798
H (1.7508, -2.1070, 1.9551)  0.173
H (0.9037, -3.4903, 2.6619)  0.670
H (0.1834, -2.6391, 1.2843)  0.065
C (0.9429, -1.6273, 4.4819)  -1.767
H (1.9475, -1.2609, 4.2387)  0.217
H (0.5288, -1.0570, 5.3183)  0.257
H (1.0547, -2.6704, 4.8070)  0.572
C (-1.3356, -2.1892, 3.4785)  -1.710
H (-1.2254, -3.2256, 3.8390)  0.486
H (-1.9022, -1.6389, 4.2386)  0.311
H (-1.9239, -2.2218, 2.5482)  0.237
C (1.8133, 1.4273, 4.3399)  -1.684
H (2.4431, 1.1874, 3.4719)  0.085
H (2.1358, 2.4026, 4.7304)  0.583
H (1.9842, 0.6960, 5.1348)  0.398
C (0.1251, 2.9583, 3.3861)  -1.882
H (0.7101, 3.1115, 2.4687)  0.068
H (-0.9289, 3.1654, 3.1790)  0.413
H (0.4689, 3.6736, 4.1465)  0.707
C (-0.6223, 1.2725, 5.1601)  -1.760
H (-1.3680, 0.4814, 4.9753)  0.276
H (-0.0450, 0.9940, 6.0519)  0.483
H (-1.1893, 2.1854, 5.3919)  0.326
C (2.9269, 0.4907, -3.6357)  -2.010
H (3.9224, 0.8494, -3.9379)  0.604
H (3.0530, -0.2091, -2.7963)  0.093
H (2.5003, -0.0433, -4.4952)  0.243
C (2.8815, 2.5387, -2.2072)  -1.580
H (2.3531, 3.4547, -1.9126)  0.332
H (3.1333, 1.9671, -1.3086)  0.092
H (3.8212, 2.8463, -2.6916)  0.618
C (1.8219, 2.6052, -4.4392)  -1.738
H (2.7717, 3.1020, -4.6862)  0.539
H (1.5297, 2.0462, -5.3332)  0.323
H (1.0805, 3.3897, -4.2357)  0.245
C (-2.0943, 0.1603, -3.1055)  -2.023
H (-2.7151, -0.3502, -3.8605)  0.677
H (-2.1843, -0.3994, -2.1695)  0.281
H (-2.4986, 1.1747, -2.9703)  0.273
C (-0.0862, -1.2141, -3.8375)  -1.348
H (0.0257, -1.7438, -2.8913)  -0.027
H (-0.7916, -1.7880, -4.4544)  0.506
H (0.8940, -1.2074, -4.3283)  0.223
C (-0.7184, 0.8952, -5.0015)  -1.733
H (-0.9781, 1.9586, -4.9260)  0.254
H (0.1928, 0.7730, -5.5960)  0.299
H (-1.5233, 0.4098, -5.5735)  0.557
Mn (0.3905, 0.1634, -0.0023)  1.217
C (1.8128, 1.2920, 0.8125)  0.187
O (2.4708, 2.2516, 0.9850)  -0.424
N (-0.4947, -1.6724, -0.8328)  -1.090
C (-1.2826, -2.5645, -0.9728)  0.672
C (-2.5224, -3.1537, -0.5911)  0.315
C (-2.9063, -4.4710, -0.9190)  -0.598
C (-3.3981, -2.2913, 0.0983)  -0.159
C (-4.2340, -4.8485, -0.6763)  -0.508
H (-2.1768, -5.1592, -1.3782)  0.438
C (-4.6873, -2.7074, 0.3923)  -0.767
H (-3.0707, -1.2799, 0.3534)  0.445
C (-5.1252, -3.9613, -0.0471)  -0.462
H (-4.5703, -5.8522, -0.9640)  0.391
H (-5.3335, -2.0669, 0.9840)  0.465
H (-6.1573, -4.2846, 0.1345)  0.385
N (4.7346, -2.3789, -0.9655)  -0.150
C (4.7762, -1.5921, 0.3015)  -0.940
C (3.4479, -0.8437, 0.4191)  0.576
O (3.1436, -0.3000, 1.5214)  -0.445
O (2.7300, -0.8512, -0.6255)  -0.517
H (3.9564, -3.0553, -0.9648)  0.338
H (5.6003, -2.9053, -1.1124)  0.418
H (4.5892, -1.7606, -1.7776)  0.238
H (4.9486, -2.2699, 1.1379)  0.385
H (5.6114, -0.8939, 0.2397)  0.337

Output
Energy above the lowest of the compared OMol25 structures with the same formula, charge and spin ... 6.56 kcal/mol
<S²> ... 8.7618
Multiplicity ... 6
Orbital gap (alpha / beta) ... 5.1 / 5.0 eV
Largest force on an atom ... 6.765 eV/A
Total charge ... +1

=====

[3]
ORCA calculation (the ωB97M-V functional and the def2-TZVPD basis) on 5 unconnected molecules or ions with the total composition C33H53N2O13 in a non-equilibrium geometry.

Each line ends with the Mulliken charge.
Geometry (Å):
C (7.0062, -0.7031, 0.1310)  -1.152
C (5.9865, -1.0805, -1.0857)  0.434
C (6.1429, -2.5976, -1.5712)  -0.626
C (5.0413, -3.0363, -2.6981)  0.291
C (5.3067, -4.5362, -3.2068)  -1.398
C (3.6081, -2.8531, -1.9694)  0.017
N (3.1366, -3.9402, -1.1221)  0.177
C (1.8757, -3.8743, -0.3783)  -0.411
C (0.9606, -2.6392, -0.4481)  0.570
O (-0.2706, -2.4634, 0.2171)  -0.300
C (-0.5601, -3.5344, 1.1539)  -0.206
C (-1.1944, -4.8402, 0.4507)  -0.939
C (1.4255, -1.4554, -1.3796)  0.448
C (0.5096, -0.1200, -1.4805)  -0.878
C (0.9464, 0.7732, -0.1898)  0.620
C (1.3276, 2.3254, -0.2579)  -1.249
N (1.0315, 0.1729, 0.9916)  -0.498
C (2.7592, -1.5332, -2.1672)  0.313
C (3.2186, -0.3247, -3.0997)  -0.970
C (3.6510, 1.0100, -2.3022)  -0.884
H (6.7921, 0.4130, 0.3530)  0.341
H (6.6165, -1.2739, 1.0444)  0.236
H (8.0978, -0.9077, -0.1214)  0.338
H (6.1467, -0.3840, -1.9909)  0.172
H (4.9383, -0.8202, -0.6827)  -0.270
H (7.1973, -2.8091, -2.0001)  0.419
H (5.9709, -3.2875, -0.6635)  0.149
H (5.1761, -2.3487, -3.5979)  0.151
H (4.6228, -4.8625, -4.0734)  0.342
H (6.3834, -4.6283, -3.6223)  0.374
H (5.2089, -5.3395, -2.3982)  0.274
H (3.7071, -4.8001, -1.0318)  0.308
H (1.6096, -4.7665, 0.2715)  0.188
H (0.3230, -3.8283, 1.8270)  0.007
H (-1.3766, -3.1232, 1.8631)  0.401
H (-2.0724, -5.1784, 1.1219)  0.338
H (-1.6220, -4.6582, -0.5900)  0.255
H (-0.3902, -5.6722, 0.4746)  0.274
H (-0.6001, -0.3717, -1.3948)  0.481
H (0.7389, 0.4718, -2.4267)  0.244
H (0.9518, 2.8776, 0.6842)  0.409
H (2.4775, 2.4450, -0.2305)  0.204
H (0.9809, 2.8536, -1.2160)  0.274
H (1.3397, 0.8547, 1.7131)  0.300
H (4.0982, -0.5830, -3.7988)  0.090
H (2.3601, -0.0144, -3.8114)  0.630
H (2.8315, 1.8119, -2.4600)  0.177
H (4.6491, 1.4171, -2.7146)  0.398
H (3.7462, 0.8761, -1.1700)  0.173
C (-2.7929, 5.6299, -2.5157)  -1.484
C (-2.1256, 5.8119, -1.1693)  0.858
C (-1.5839, 7.1944, -0.9561)  -0.510
O (-0.5177, 6.9699, -0.0397)  -0.350
C (-0.0735, 5.7022, -0.2797)  0.618
O (0.9644, 5.2606, 0.1306)  -0.528
O (-0.9483, 5.0131, -1.0609)  -0.253
H (-3.4743, 6.4530, -2.7407)  0.368
H (-2.0524, 5.5467, -3.3172)  0.379
H (-3.3687, 4.7002, -2.5238)  0.306
H (-2.8107, 5.5263, -0.3644)  -0.031
H (-2.3246, 7.8722, -0.5275)  0.340
H (-1.1715, 7.6480, -1.8636)  0.295
C (-2.6110, 2.5426, 3.1670)  -1.360
C (-3.9315, 2.9814, 2.5691)  0.408
C (-4.8037, 1.8347, 2.1498)  -0.471
O (-5.5845, 2.4052, 1.1051)  -0.297
C (-4.8115, 3.3865, 0.5507)  0.641
O (-5.0408, 3.9115, -0.5019)  -0.519
O (-3.7389, 3.6722, 1.3374)  -0.275
H (-2.7486, 1.7477, 3.9033)  0.375
H (-1.9205, 2.1990, 2.3906)  0.249
H (-2.1264, 3.3871, 3.6655)  0.382
H (-4.4588, 3.6486, 3.2593)  0.221
H (-5.4443, 1.4792, 2.9594)  0.340
H (-4.2451, 0.9858, 1.7411)  0.258
C (2.1465, -1.7325, 3.4892)  -1.273
C (3.2110, -2.7729, 3.7692)  0.774
C (2.8186, -3.7524, 4.8372)  -0.425
O (4.0756, -4.1536, 5.3658)  -0.331
C (4.9199, -3.0941, 5.1801)  0.567
O (5.9836, -2.9786, 5.7137)  -0.517
O (4.3800, -2.1803, 4.3254)  -0.387
H (1.1581, -2.1864, 3.3863)  0.282
H (2.1146, -0.9765, 4.2795)  0.432
H (2.3752, -1.2039, 2.5600)  0.106
H (3.4929, -3.2879, 2.8433)  0.092
H (2.2767, -4.6125, 4.4375)  0.315
H (2.2290, -3.3059, 5.6448)  0.324
C (-7.1270, 1.1410, -1.6944)  -1.079
C (-8.5660, 0.7593, -1.4181)  0.547
C (-8.7485, 0.0351, -0.1166)  -0.399
O (-9.9096, -0.7486, -0.3587)  -0.348
C (-9.9245, -0.9978, -1.7033)  0.582
O (-10.6140, -1.8230, -2.2281)  -0.522
O (-9.0375, -0.2002, -2.3601)  -0.356
H (-6.6573, 1.5964, -0.8200)  0.073
H (-6.5399, 0.2718, -2.0068)  0.357
H (-7.0820, 1.8605, -2.5170)  0.358
H (-9.2115, 1.6425, -1.4737)  0.241
H (-8.9110, 0.7159, 0.7216)  0.297
H (-7.9202, -0.6387, 0.1289)  0.295

Output
Orbital gap ... 8.0 eV
Largest force on an atom ... 4.372 eV/A
Total charge ... +1